Record 1
DFT (ωB97M-V/def2-TZVPD) results for 2 unconnected molecules or ions with the total composition C5H12 in a non-equilibrium geometry.

## Properties
highest occupied orbital energy: -9.5 eV
charge: 0
SMILES: C=C.CCC
Kohn-Sham gap: 10.64 eV

Last column: Löwdin charge in e.
Element x y z (Å)
C  2.70296  -2.29048  -1.46110  -0.095
C  1.79518  -3.17023  -1.01016  -0.088
H  2.97372  -1.28602  -1.08124  0.051
H  3.52455  -2.66358  -2.12309  0.049
H  0.76878  -2.80840  -0.83714  0.046
H  1.91772  -4.23899  -1.09055  0.037
C  -0.65541  0.34060  1.30191  -0.099
C  -0.74199  1.66074  0.44747  -0.320
C  -2.12499  2.33959  0.35392  -0.148
H  0.39846  0.44514  1.50013  0.059
H  -1.09896  -0.36297  0.60416  0.060
H  -1.37145  0.34192  2.15333  0.076
H  -0.46886  1.48061  -0.58087  0.085
H  -0.07387  2.40716  0.86067  0.085
H  -2.98450  1.75978  0.07908  0.046
H  -2.41428  2.84481  1.30090  0.067
H  -2.14706  3.20031  -0.41741  0.089

Forces on atoms 1 to 2 (eV/Å):
2.01 -0.91 0.06
-0.82 1.40 -0.99


Record 2
DFT (ωB97M-V/def2-TZVPD) results for 10 unconnected molecules or ions with the total composition H19O10 in a non-equilibrium geometry.

## Properties
highest occupied orbital energy: -6.5 eV
charge: -1
Kohn-Sham gap: 9.14 eV

Last column: Löwdin charge in e.
Element x y z (Å)
O  0.36459  -0.64459  -0.19166  -0.385
H  0.07859  0.28141  -0.15466  -0.010
O  1.71259  2.29541  0.97434  -0.071
H  1.42059  1.71541  1.66734  -0.003
H  1.23159  2.02541  0.18334  -0.038
O  2.87159  -0.28359  -1.00466  -0.055
H  1.95759  -0.33459  -0.73366  -0.047
H  3.27559  0.47641  -0.62966  0.002
O  -0.04841  2.15241  -0.97066  -0.070
H  0.43959  1.79341  -1.74066  0.089
H  -0.94441  1.88141  -1.17666  -0.004
O  -2.27641  0.77241  -1.34066  -0.003
H  -3.06841  1.07641  -0.92566  0.057
H  -1.86941  0.14941  -0.81466  -0.054
O  1.08159  -0.67159  2.38534  -0.086
H  0.38259  -0.23959  2.87434  0.007
H  0.84859  -0.79859  1.43734  -0.022
O  -1.49941  1.44241  2.12134  -0.017
H  -2.07841  0.78741  1.82634  -0.014
H  -1.75841  2.23741  1.63834  0.047
O  -0.44941  -1.30959  -2.55866  -0.084
H  -0.07541  -1.00059  -1.68666  -0.023
H  -1.15541  -1.91159  -2.44866  -0.013
O  -2.00541  -1.50559  0.39134  -0.083
H  -2.43041  -1.83059  -0.40166  0.024
H  -1.10841  -1.16159  0.15834  -0.034
O  1.57859  -2.84659  0.30134  -0.084
H  2.43059  -2.50759  0.65234  0.045
H  1.09359  -2.04059  0.16734  -0.072

Forces on atoms 1 to 2 (eV/Å):
-0.94 1.11 -0.16
0.48 -0.13 0.22


- Which value of Kohn-Sham gap does entry 2 give?
  9.14 eV


- Which of these has the lowest highest occupied orbital energy?
  C5H12


- highest occupied orbital energy of number 2 (H19O10)?
  -6.5 eV